Entry 1:
Below is a molecular structure, C17H31AsBr2ClF2NO4PSi in a non-equilibrium geometry, with properties calculated with ωB97M-V with the def2-TZVPD basis set.

Last column: Löwdin charge in e.
Geometry (Å):
C1 4.061 2.637 -1.248  -0.10
N1 4.250 1.237 -0.923  -0.18
C2 4.465 1.017 0.504  -0.12
C3 3.328 0.349 -1.599  -0.48
O1 3.799 -0.649 -2.143  0.06
C4 1.871 0.680 -1.738  -0.22
As1 0.525 0.069 -0.260  0.70
O2 1.391 -1.607 -0.329  -0.42
C5 -0.753 -0.584 -1.796  -0.27
C6 -0.495 -1.947 -2.247  -0.53
O3 -0.946 -2.994 -1.786  0.03
F1 0.326 -2.006 -3.329  0.07
P1 -1.008 -1.201 1.180  0.45
O4 -2.440 -0.372 0.959  -0.48
Cl1 -0.404 -0.646 3.158  0.02
Si1 -0.589 2.173 0.021  0.42
C7 -2.039 2.421 -1.170  -0.21
C8 0.531 3.681 -0.186  -0.22
C9 -1.315 2.402 1.745  -0.24
H1 4.156 2.776 -2.322  0.09
H2 3.106 3.043 -0.930  0.05
H3 4.862 3.204 -0.783  0.08
H4 5.527 0.879 0.705  0.08
H5 4.122 1.875 1.084  -0.02
H6 3.965 0.118 0.848  0.07
H7 1.578 0.088 -2.599  0.06
H8 1.729 1.724 -2.004  0.05
H9 1.461 0.446 0.946  -0.04
H10 1.731 -1.783 0.552  -0.01
H11 -1.783 -0.583 -1.458  0.06
H12 -0.660 0.121 -2.614  0.07
H13 -3.121 -0.938 1.329  0.02
H14 -2.384 3.452 -1.094  0.02
H15 -1.791 2.221 -2.206  0.01
H16 -2.858 1.787 -0.843  0.02
H17 -0.084 4.531 0.109  0.02
H18 0.831 3.852 -1.215  0.02
H19 1.384 3.662 0.482  0.01
H20 -0.651 2.047 2.525  -0.02
H21 -2.302 1.969 1.838  0.01
H22 -1.417 3.479 1.886  0.02
F2 -7.332 -4.404 -2.056  0.04
C10 -6.074 -4.882 -2.224  -0.29
C11 -5.003 -4.058 -1.943  -0.01
C12 -3.717 -4.552 -2.114  -0.06
C13 -3.529 -5.852 -2.565  -0.09
C14 -4.623 -6.659 -2.843  -0.10
C15 -5.913 -6.176 -2.670  -0.04
H23 -5.177 -3.048 -1.597  0.12
H24 -2.859 -3.927 -1.896  0.08
H25 -2.525 -6.230 -2.699  0.10
H26 -4.476 -7.670 -3.198  0.10
H27 -6.782 -6.788 -2.875  0.11
Br1 5.288 3.061 6.600  0.58
C16 3.395 3.282 6.190  -0.70
C17 2.846 2.140 5.380  -0.69
Br2 3.400 2.212 3.521  0.69
H28 3.303 4.231 5.673  0.05
H29 2.896 3.340 7.154  0.05
H30 1.760 2.180 5.358  0.06
H31 3.160 1.173 5.757  0.05

Summary:
**Max |F|**: 0.0550 hartree/bohr
**Lowest unoccupied orbital energy**: 2.1 eV
**Gap between HOMO and LUMO**: 0.2334 Eh
**Total charge**: -1
**Highest occupied orbital energy**: -4.22 eV

Entry 2:
Below is a molecular structure, C20H35AsN2O3S2V in a non-equilibrium geometry, with properties calculated with ωB97M-V with the def2-TZVPD basis set.

Last column: Löwdin spin population.
Geometry (Å):
V1 -0.113 -0.070 0.578  2.00
C1 -1.044 -5.198 1.178  0.00
N1 -1.329 -3.831 1.552  0.01
C2 -2.019 -3.664 2.817  0.00
C3 -0.924 -2.753 0.878  0.00
O1 -1.143 -1.609 1.282  0.00
C4 -0.156 -2.914 -0.438  0.00
O2 -0.267 -1.729 -1.205  0.01
C5 -1.482 -1.593 -1.924  0.00
C6 -2.306 -0.408 -1.415  0.01
O3 -1.904 0.303 -0.493  0.02
N2 -3.463 -0.170 -2.047  0.01
C7 -4.351 0.862 -1.548  0.00
C8 -3.889 -0.880 -3.233  0.00
H1 -0.977 -5.793 2.087  0.00
H2 -1.841 -5.618 0.559  0.00
H3 -0.097 -5.279 0.654  0.00
H4 -1.433 -4.120 3.615  0.00
H5 -2.135 -2.604 3.029  0.00
H6 -3.000 -4.136 2.773  0.00
H7 0.913 -3.005 -0.200  0.00
H8 -0.484 -3.780 -1.026  0.00
H9 -1.227 -1.436 -2.982  0.00
H10 -2.086 -2.505 -1.848  0.00
H11 -3.949 1.254 -0.616  0.00
H12 -4.447 1.674 -2.271  0.00
H13 -5.334 0.430 -1.358  0.00
H14 -3.165 -0.774 -4.046  0.00
H15 -4.036 -1.942 -3.031  0.00
H16 -4.833 -0.455 -3.567  0.00
S1 1.732 -0.939 1.568  0.00
C9 2.214 0.289 2.699  0.01
C10 3.448 0.207 3.340  0.00
C11 3.822 1.185 4.237  -0.01
C12 2.961 2.242 4.518  0.00
C13 1.725 2.321 3.905  0.00
C14 1.341 1.347 2.984  0.01
S2 -0.218 1.422 2.182  -0.07
H17 4.096 -0.633 3.131  0.00
H18 4.784 1.127 4.720  0.00
H19 3.261 3.002 5.222  0.00
H20 1.049 3.132 4.128  0.00
C15 -0.993 2.222 -3.029  0.00
C16 0.307 1.435 -2.880  0.00
As1 1.001 1.377 -1.013  0.00
C17 0.944 3.339 -0.750  0.00
C18 1.670 3.845 0.490  0.00
C19 2.904 1.193 -1.568  0.00
C20 3.861 0.601 -0.542  0.00
H21 -1.460 2.024 -3.991  0.00
H22 -0.794 3.290 -2.977  0.00
H23 -1.701 1.971 -2.240  0.00
H24 1.087 1.889 -3.506  0.00
H25 0.179 0.406 -3.232  0.00
H26 -0.107 3.644 -0.707  0.00
H27 1.405 3.770 -1.651  0.00
H28 1.081 3.649 1.383  0.00
H29 1.826 4.919 0.416  0.00
H30 2.642 3.362 0.604  0.00
H31 3.237 2.199 -1.855  0.00
H32 2.907 0.562 -2.467  0.00
H33 3.860 1.175 0.385  0.00
H34 4.872 0.595 -0.944  0.00
H35 3.581 -0.427 -0.313  0.00

Summary:
**Max |F|**: 0.0589 hartree/bohr
**Lowest unoccupied orbital energy (spin up / spin down)**: -2.9 / -2.4 eV
**Gap between HOMO and LUMO (spin up / spin down)**: 0.2478 / 0.2712 Eh
**Spin multiplicity**: 3
**Total charge**: +1
**Highest occupied orbital energy (spin up / spin down)**: -9.65 / -9.80 eV
**Expectation value of S²**: 2.06